{"formula": "C15H32FInO5P", "method": "ωB97M-V/def2-TZVPD", "elements": ["C", "C", "C", "C", "C", "In", "C", "C", "C", "C", "O", "F", "P", "O", "O", "H", "H", "H", "H", "H", "H", "H", "H", "H", "H", "H", "H", "H", "H", "H", "H", "C", "C", "C", "O", "H", "H", "H", "H", "H", "H", "H", "H", "C", "C", "C", "O", "H", "H", "H", "H", "H", "H", "H", "H"], "coordinates": [[5.34, 0.31, 1.88], [4.33, 0.20, 1.18], [2.88, 0.08, 0.56], [2.17, 1.50, 0.72], [0.98, 1.70, -0.33], [-0.96, 0.71, 0.24], [-2.10, 1.75, 1.88], [-3.14, 2.82, 1.26], [-0.76, -1.49, 0.77], [-0.10, -1.76, 2.16], [0.81, -2.57, 2.26], [-0.50, -1.13, 3.35], [-2.47, 0.88, -1.86], [-1.51, 0.34, -3.18], [-3.80, -0.18, -1.56], [6.05, 0.22, 2.75], [2.96, -0.21, -0.53], [2.30, -0.68, 1.16], [2.96, 2.29, 0.46], [1.89, 1.70, 1.79], [1.33, 1.33, -1.36], [0.83, 2.82, -0.45], [-1.45, 2.27, 2.65], [-2.77, 0.96, 2.38], [-4.01, 2.34, 0.74], [-3.58, 3.49, 2.07], [-2.60, 3.54, 0.55], [-1.83, -1.89, 0.83], [-0.28, -2.09, -0.07], [-0.66, -0.04, -2.89], [-3.87, -0.31, -0.59], [5.47, -5.11, 3.21], [6.03, -3.71, 3.37], [5.80, -3.18, 4.78], [5.41, -2.84, 2.43], [4.39, -5.12, 3.38], [5.63, -5.48, 2.19], [5.94, -5.81, 3.91], [7.10, -3.71, 3.15], [4.73, -3.12, 5.00], [6.20, -2.16, 4.87], [6.28, -3.81, 5.52], [4.46, -2.83, 2.61], [-6.17, 1.82, -4.27], [-5.58, 2.88, -5.20], [-5.23, 2.29, -6.56], [-4.41, 3.43, -4.61], [-5.45, 1.02, -4.09], [-6.41, 2.26, -3.30], [-7.08, 1.39, -4.69], [-6.30, 3.69, -5.33], [-4.48, 1.50, -6.46], [-4.80, 3.05, -7.21], [-6.12, 1.87, -7.05], [-3.77, 2.72, -4.49]], "e_homo_ev": -3.96, "total_charge": -1}

***

{"formula": "C15H32InN7O6P", "method": "ωB97M-V/def2-TZVPD", "elements": ["O", "H", "In", "N", "N", "N", "N", "O", "O", "O", "O", "C", "C", "C", "C", "C", "H", "H", "H", "C", "H", "H", "H", "C", "C", "H", "H", "H", "H", "H", "H", "H", "H", "C", "H", "H", "H", "O", "H", "H", "C", "N", "C", "N", "C", "N", "C", "P", "C", "C", "H", "H", "H", "H", "H", "H", "H", "H", "H", "H", "H", "H"], "coordinates": [[2.57, -2.54, -1.46], [2.23, -3.24, -0.85], [-0.22, -0.84, -0.31], [0.10, 0.23, 1.60], [0.51, -2.29, 1.23], [-0.55, 1.17, -1.10], [0.28, -0.82, -2.52], [0.22, 1.52, 1.78], [-1.01, 2.18, -0.33], [0.90, -1.78, -3.28], [1.16, -3.36, 0.97], [0.26, -1.91, 2.53], [-0.05, -0.54, 2.71], [-0.68, 1.32, -2.42], [-0.27, 0.19, -3.20], [-0.46, 0.11, 3.98], [-1.50, 0.46, 3.92], [0.18, 0.99, 4.17], [-0.38, -0.57, 4.84], [0.40, -2.89, 3.63], [1.30, -3.50, 3.49], [-0.47, -3.56, 3.69], [0.48, -2.35, 4.58], [-1.27, 2.56, -2.97], [-0.35, 0.21, -4.69], [-1.13, 3.39, -2.28], [-2.35, 2.43, -3.15], [-0.80, 2.80, -3.93], [-0.25, -0.79, -5.12], [0.44, 0.85, -5.11], [-1.30, 0.64, -5.02], [-0.53, 1.98, 0.58], [1.61, -2.18, -2.64], [2.82, -1.34, -0.66], [2.59, -1.51, 0.40], [2.26, -0.48, -1.09], [3.90, -1.14, -0.75], [2.94, 2.78, 1.07], [2.91, 2.85, 0.10], [2.15, 2.26, 1.31], [-5.53, -2.31, -0.50], [-4.84, -2.58, 0.79], [-5.20, -1.55, 1.79], [-4.93, -0.17, 1.31], [-5.63, 0.06, 0.03], [-5.27, -0.94, -1.00], [-3.88, -0.78, -1.44], [-2.74, -1.09, -0.02], [-3.39, -2.69, 0.62], [-3.49, 0.10, 1.20], [-6.62, -2.40, -0.33], [-5.17, -3.03, -1.24], [-4.63, -1.73, 2.71], [-6.29, -1.63, 1.98], [-5.38, 1.06, -0.34], [-6.72, -0.03, 0.22], [-3.64, -1.50, -2.24], [-3.71, 0.24, -1.82], [-2.91, -2.91, 1.58], [-3.14, -3.48, -0.10], [-3.32, 1.13, 0.86], [-3.00, -0.03, 2.18]], "e_homo_ev": [-10.02, -10.02], "relative_energy_ev": 0.661, "total_charge": 1}

***

{"formula": "C15H32LuN7O6P", "method": "ωB97M-V/def2-TZVPD", "elements": ["O", "H", "Lu", "N", "N", "N", "N", "O", "O", "O", "O", "C", "C", "C", "C", "C", "H", "H", "H", "C", "H", "H", "H", "C", "C", "H", "H", "H", "H", "H", "H", "H", "H", "C", "H", "H", "H", "O", "H", "H", "C", "N", "C", "N", "C", "N", "C", "P", "C", "C", "H", "H", "H", "H", "H", "H", "H", "H", "H", "H", "H", "H"], "coordinates": [[-2.63, 3.10, -4.45], [-2.15, 2.27, -4.65], [-0.55, -0.07, -1.23], [-1.03, 1.96, -0.67], [1.27, 1.01, -1.87], [-2.01, -1.22, -0.21], [0.42, -2.02, -1.12], [-1.92, 2.23, 0.22], [-3.28, -0.68, 0.23], [1.67, -2.35, -1.76], [2.27, 0.34, -2.39], [0.89, 2.28, -2.13], [-0.32, 2.80, -1.46], [-1.67, -2.50, -0.01], [-0.34, -2.94, -0.51], [-0.86, 4.16, -1.50], [-1.89, 4.11, -1.87], [-0.24, 4.77, -2.15], [-0.86, 4.53, -0.47], [1.79, 3.04, -3.01], [1.79, 2.55, -3.99], [2.78, 2.98, -2.57], [1.43, 4.06, -3.08], [-2.56, -3.40, 0.75], [0.14, -4.32, -0.32], [-3.57, -2.99, 0.74], [-2.18, -3.47, 1.77], [-2.51, -4.36, 0.25], [1.22, -4.34, -0.47], [-0.36, -4.93, -1.08], [-0.15, -4.63, 0.68], [-3.43, 0.16, -0.28], [1.99, -1.47, -2.15], [-1.12, -0.49, -3.32], [-1.76, -0.12, -4.13], [-1.49, -1.41, -2.79], [-0.04, -0.60, -3.57], [-4.89, 1.56, -1.93], [-4.62, 2.22, -2.62], [-4.25, 0.84, -2.04], [1.17, 0.47, 4.32], [0.50, -0.69, 3.67], [1.52, -1.71, 3.31], [2.65, -1.17, 2.51], [3.24, 0.00, 3.18], [2.24, 1.06, 3.48], [1.70, 1.64, 2.24], [0.85, 0.41, 1.20], [-0.29, -0.30, 2.52], [2.23, -0.87, 1.15], [1.61, 0.10, 5.26], [0.42, 1.24, 4.52], [1.03, -2.53, 2.75], [1.94, -2.09, 4.24], [4.02, 0.43, 2.54], [3.68, -0.36, 4.13], [0.97, 2.43, 2.49], [2.52, 2.06, 1.64], [-0.86, -1.14, 2.09], [-1.02, 0.50, 2.75], [3.03, -0.42, 0.54], [1.88, -1.76, 0.63]], "e_homo_ev": [-10.66, -9.31], "total_charge": 1}

***

{"formula": "C15H32N2O12P", "method": "ωB97M-V/def2-TZVPD", "elements": ["C", "C", "O", "C", "O", "C", "C", "C", "N", "P", "N", "O", "H", "H", "H", "H", "H", "H", "H", "H", "H", "H", "H", "H", "H", "H", "C", "O", "C", "O", "O", "C", "H", "H", "H", "H", "H", "H", "C", "O", "C", "O", "O", "C", "H", "H", "H", "H", "H", "H", "C", "O", "C", "O", "O", "C", "H", "H", "H", "H", "H", "H"], "coordinates": [[2.59, -2.86, 5.28], [2.93, -2.44, 3.75], [2.27, -3.41, 2.90], [1.18, -2.84, 2.19], [1.40, -1.84, 1.45], [-0.31, -3.41, 2.19], [-0.89, -3.76, 3.63], [-2.49, -3.92, 3.44], [-3.14, -2.67, 2.99], [-4.43, -2.19, 4.04], [-5.83, -3.25, 3.71], [-4.92, -0.62, 3.49], [1.51, -3.24, 5.24], [3.30, -3.71, 5.54], [2.69, -1.98, 5.98], [2.57, -1.37, 3.62], [4.07, -2.44, 3.55], [-0.40, -4.37, 1.56], [-0.97, -2.64, 1.64], [-0.73, -2.94, 4.41], [-0.43, -4.72, 4.06], [-2.62, -4.68, 2.58], [-2.99, -4.41, 4.36], [-6.48, -2.64, 3.16], [-6.24, -3.45, 4.63], [-4.73, 0.01, 4.21], [-0.20, 1.13, 0.91], [-0.78, 0.47, -0.22], [-1.46, 1.27, -1.04], [-1.62, 2.46, -0.90], [-1.95, 0.52, -2.05], [-2.70, 1.26, -3.01], [0.33, 0.39, 1.50], [0.52, 1.89, 0.58], [-0.98, 1.58, 1.53], [-2.08, 2.02, -3.49], [-3.58, 1.72, -2.54], [-3.05, 0.57, -3.77], [3.88, 5.74, -3.13], [2.53, 6.16, -2.96], [1.85, 5.46, -2.04], [2.28, 4.54, -1.39], [0.60, 5.95, -1.98], [-0.25, 5.29, -1.04], [4.33, 6.38, -3.89], [4.44, 5.86, -2.20], [3.92, 4.71, -3.48], [0.15, 5.39, -0.03], [-0.37, 4.24, -1.30], [-1.22, 5.77, -1.07], [2.30, -0.82, -6.88], [1.44, -1.20, -5.80], [1.54, -0.42, -4.72], [2.27, 0.54, -4.60], [0.69, -0.88, -3.79], [0.68, -0.13, -2.57], [2.14, -1.52, -7.70], [2.06, 0.18, -7.23], [3.35, -0.89, -6.57], [0.38, 0.90, -2.75], [1.67, -0.17, -2.09], [-0.04, -0.59, -1.91]], "e_homo_ev": -2.52, "total_charge": -1}

***

{"formula": "C15H32N2O5P2Sn", "method": "ωB97M-V/def2-TZVPD", "elements": ["O", "H", "Sn", "N", "N", "O", "O", "C", "C", "C", "C", "H", "H", "H", "H", "H", "H", "H", "H", "O", "H", "H", "C", "H", "H", "H", "O", "H", "H", "C", "P", "C", "C", "C", "C", "C", "C", "C", "P", "C", "C", "H", "H", "H", "H", "H", "H", "H", "H", "H", "H", "H", "H", "H", "H", "H", "H"], "coordinates": [[0.56, 3.37, -0.95], [0.63, 3.92, -0.14], [0.21, 1.24, -0.79], [-0.64, -0.01, -2.64], [1.46, -1.33, -1.59], [-1.87, 0.40, -3.18], [2.76, -1.83, -1.42], [-0.12, -1.00, -3.34], [1.06, -1.66, -2.81], [-0.75, -1.45, -4.60], [1.87, -2.62, -3.61], [-1.56, -0.77, -4.86], [-1.16, -2.46, -4.47], [-0.02, -1.49, -5.41], [2.39, -3.32, -2.96], [2.62, -2.08, -4.20], [1.23, -3.17, -4.31], [-1.97, 1.31, -2.82], [3.06, -1.47, -0.55], [-0.71, -2.23, 0.13], [-1.03, -3.08, -0.22], [0.01, -1.96, -0.50], [2.08, 1.89, -1.97], [2.21, 2.96, -2.14], [1.97, 1.33, -2.91], [2.91, 1.48, -1.38], [-1.55, 2.59, -1.69], [-0.73, 3.27, -1.47], [-2.34, 3.11, -1.96], [1.86, 1.87, 2.67], [1.38, 0.41, 1.68], [2.82, -0.69, 1.78], [0.14, -0.40, 2.76], [0.49, -1.25, 3.82], [-0.51, -1.79, 4.64], [-1.86, -1.48, 4.41], [-2.21, -0.64, 3.35], [-1.22, -0.12, 2.51], [-1.66, 0.90, 1.06], [-3.10, 0.09, 0.34], [-2.20, 2.49, 1.75], [2.69, 2.39, 2.17], [1.01, 2.56, 2.78], [2.18, 1.52, 3.67], [3.20, -0.70, 2.81], [2.53, -1.72, 1.50], [3.61, -0.33, 1.11], [1.53, -1.50, 4.00], [-0.23, -2.45, 5.46], [-2.63, -1.89, 5.05], [-3.26, -0.41, 3.16], [-3.94, 0.12, 1.06], [-3.40, 0.60, -0.59], [-2.85, -0.95, 0.11], [-1.41, 2.91, 2.39], [-3.10, 2.33, 2.35], [-2.42, 3.19, 0.93]], "e_homo_ev": [-5.04, -4.58]}

***

{"formula": "C15H32N3O", "method": "ωB97M-V/def2-TZVPD", "elements": ["C", "O", "C", "C", "C", "C", "C", "C", "N", "C", "N", "N", "C", "H", "H", "H", "H", "H", "H", "H", "H", "H", "H", "H", "H", "H", "H", "H", "H", "H", "H", "C", "C", "C", "C", "C", "C", "H", "H", "H", "H", "H", "H", "H", "H", "H", "H", "H", "H", "H", "H"], "coordinates": [[-0.16, -4.27, 1.62], [-0.43, -2.98, 1.09], [0.19, -2.72, -0.16], [1.69, -2.44, -0.02], [1.92, -1.48, 1.14], [3.31, -0.82, 1.21], [3.29, 0.72, 1.17], [3.09, 1.43, 2.52], [1.67, 1.64, 2.89], [1.04, 2.84, 2.93], [-0.22, 2.72, 3.24], [-0.36, 1.39, 3.42], [0.76, 0.72, 3.22], [0.25, -4.17, 2.64], [0.56, -4.82, 1.01], [-1.08, -4.85, 1.68], [-0.28, -1.81, -0.54], [0.00, -3.54, -0.85], [2.02, -1.97, -0.96], [2.26, -3.36, 0.11], [1.71, -2.02, 2.07], [1.15, -0.69, 1.04], [3.81, -1.13, 2.14], [3.94, -1.18, 0.40], [4.23, 1.09, 0.75], [2.49, 1.05, 0.50], [3.52, 2.43, 2.47], [3.59, 0.91, 3.34], [1.53, 3.78, 2.71], [-1.26, 0.99, 3.66], [0.87, -0.34, 3.30], [-2.09, 1.61, -0.10], [-3.10, 1.69, -1.25], [-3.13, 0.43, -2.12], [-1.81, 0.12, -2.82], [-1.27, 1.22, -3.73], [-2.20, 1.54, -4.90], [-1.07, 1.51, -0.48], [-2.13, 2.51, 0.52], [-2.30, 0.75, 0.53], [-2.89, 2.57, -1.86], [-4.10, 1.85, -0.83], [-3.93, 0.53, -2.86], [-3.40, -0.42, -1.49], [-1.93, -0.80, -3.40], [-1.05, -0.11, -2.06], [-0.30, 0.90, -4.12], [-1.09, 2.13, -3.16], [-2.38, 0.65, -5.51], [-1.77, 2.30, -5.55], [-3.17, 1.91, -4.56]], "e_homo_ev": -12.37, "total_charge": 1}

***

{"formula": "C15H32NO2PRuSSi", "method": "ωB97M-V/def2-TZVPD", "elements": ["Ru", "Si", "P", "N", "H", "C", "H", "H", "H", "C", "H", "H", "H", "C", "H", "H", "H", "C", "H", "H", "H", "H", "H", "C", "C", "C", "C", "C", "C", "H", "H", "H", "H", "H", "C", "O", "C", "H", "H", "H", "C", "H", "H", "H", "C", "S", "C", "O", "H", "H", "H", "H", "H", "H"], "coordinates": [[-0.11, 0.55, -0.09], [2.12, 0.53, -0.57], [-0.50, 0.56, -2.27], [-0.29, -1.25, 0.21], [0.01, 2.04, 1.21], [-2.28, 0.52, -2.68], [-2.43, 0.54, -3.76], [-2.78, 1.38, -2.22], [-2.72, -0.40, -2.28], [0.12, 2.03, -3.16], [-0.31, 2.07, -4.17], [1.21, 1.97, -3.24], [-0.16, 2.94, -2.62], [0.09, -0.84, -3.28], [-0.03, -0.63, -4.35], [-0.49, -1.74, -3.03], [1.15, -1.04, -3.08], [3.09, 2.09, -0.17], [2.87, 2.37, 0.87], [2.83, 2.89, -0.87], [4.16, 1.84, -0.26], [2.79, -0.52, 0.24], [2.51, 0.22, -1.98], [-0.18, -2.55, 0.00], [-1.24, -4.75, -0.12], [-1.31, -3.41, 0.21], [1.03, -3.13, -0.51], [1.08, -4.47, -0.84], [-0.05, -5.28, -0.65], [-2.13, -5.38, 0.02], [-2.21, -2.93, 0.61], [1.89, -2.46, -0.63], [2.00, -4.89, -1.26], [-0.01, -6.34, -0.90], [-0.89, 2.72, 0.85], [-1.57, 1.86, -0.06], [-1.83, 3.07, 2.00], [-1.57, 4.07, 2.35], [-1.76, 2.37, 2.85], [-2.86, 3.08, 1.64], [-0.29, 3.90, 0.12], [-0.91, 4.15, -0.75], [0.72, 3.66, -0.23], [-0.23, 4.78, 0.77], [-1.18, -0.52, 3.21], [0.34, 0.37, 3.54], [1.29, -0.94, 4.31], [1.02, 0.51, 2.18], [-1.32, -1.24, 4.02], [-1.12, -1.02, 2.23], [-1.99, 0.22, 3.21], [1.05, -1.90, 3.82], [2.35, -0.68, 4.18], [1.02, -0.96, 5.37]], "e_homo_ev": [-4.35, -6.72], "s2": 6.0640, "relative_energy_ev": 0.285, "spin_multiplicity": 5}

***

{"formula": "C15H32NO6P", "method": "ωB97M-V/def2-TZVPD", "elements": ["C", "C", "C", "C", "C", "C", "C", "C", "O", "P", "O", "O", "C", "C", "N", "O", "C", "C", "C", "C", "O", "C", "O", "H", "H", "H", "H", "H", "H", "H", "H", "H", "H", "H", "H", "H", "H", "H", "H", "H", "H", "H", "H", "H", "H", "H", "H", "H", "H", "H", "H", "H", "H", "H", "H"], "coordinates": [[-1.09, -3.84, 2.76], [-0.69, -2.79, 3.77], [-1.65, -1.59, 3.79], [-1.31, -0.61, 2.68], [-2.36, 0.46, 2.47], [-2.03, 1.30, 1.21], [-1.43, 2.67, 1.55], [-0.45, 3.25, 0.51], [-0.29, 2.44, -0.65], [0.95, 1.43, -0.68], [2.02, 1.90, -1.56], [1.36, 1.19, 0.82], [2.77, 1.37, 1.11], [2.92, 1.68, 2.58], [2.42, 0.67, 3.49], [0.37, 0.03, -1.12], [-0.51, 0.04, -2.26], [0.22, -0.01, -3.60], [0.41, -1.43, -4.14], [0.27, -1.48, -5.65], [1.15, -0.50, -6.22], [1.36, -0.62, -7.54], [1.84, 0.29, -8.22], [-0.52, -4.76, 2.88], [-2.15, -4.09, 2.81], [-0.90, -3.49, 1.75], [0.29, -2.42, 3.49], [-0.59, -3.21, 4.77], [-1.53, -1.09, 4.75], [-2.66, -1.95, 3.66], [-0.34, -0.15, 2.84], [-1.21, -1.18, 1.76], [-2.39, 1.12, 3.33], [-3.30, -0.06, 2.32], [-1.39, 0.69, 0.59], [-2.95, 1.46, 0.66], [-0.99, 2.65, 2.54], [-2.27, 3.35, 1.62], [-0.85, 4.19, 0.16], [0.50, 3.49, 0.97], [3.19, 2.19, 0.55], [3.26, 0.43, 0.88], [2.35, 2.60, 2.74], [3.96, 1.92, 2.78], [1.50, 0.91, 3.83], [2.43, -0.25, 3.10], [-1.11, -0.86, -2.17], [-1.20, 0.87, -2.25], [-0.41, 0.52, -4.31], [1.16, 0.52, -3.58], [-0.36, -2.09, -3.75], [1.39, -1.80, -3.88], [0.49, -2.47, -6.02], [-0.76, -1.25, -5.92], [1.10, -1.59, -7.99]], "e_homo_ev": -9.46, "relative_energy_ev": 0.000}

***

Listing energy for the structures above in their given order: -1598.209218, -1956.511980, -3001.689613, -1944.495564, -1973.229849, -829.982954, -1919.599433, -1438.374856 Eh.